# 1
Density functional theory data (ωB97M-V/def2-TZVPD) for a molecular structure, C2H7I2N3OS in a non-equilibrium geometry.

Output
Energy relative to the best compared isomer or geometry (same formula, charge and spin) in kJ/mol: 14.55
HOMO energy in eV: -9.14
Electronic energy in eV: -35737.8048
LUMO in eV: -0.29
Max |F| in hartree/bohr: 0.0709
Charge: 0

Last column: natural (NBO) charge in e.
Geometry (Å):
C -0.648413 0.007950 1.403737  -0.260
C -0.228534 -0.598896 0.063388  -0.665
N 1.786558 1.088235 -0.888408  -1.182
N -1.083056 -1.060908 2.292673  -0.800
N 0.445262 -0.382940 -2.585237  -1.014
O -0.674555 1.520845 -1.482909  -0.933
S 0.398414 0.648188 -1.118555  2.131
I -1.720286 -0.160506 3.990521  0.288
I 0.957151 0.844611 -4.100324  0.322
H 0.031356 0.671318 1.963183  0.198
H -1.523326 0.800124 1.317137  0.219
H -1.015318 -1.199595 -0.331399  0.267
H 0.474539 -1.480166 0.306867  0.244
H 1.933922 2.111072 -0.926277  0.417
H -0.465986 -1.850298 2.526563  0.389
H 1.332273 -0.959035 -2.430961  0.380

Atoms 1-3, force components in eV/Å:
C -1.25 1.95 0.36
C 1.85 -1.07 1.37
N 1.32 1.37 1.30

=====

# 2
Density functional theory data (ωB97M-V/def2-TZVPD) for a molecular structure, C26H27ClN3O10S3Ta in a non-equilibrium geometry.

Output
Energy relative to the best compared isomer or geometry (same formula, charge and spin) in kJ/mol: 141.07
HOMO energy in eV: -7.84
Electronic energy in eV: -98931.0185
LUMO in eV: -0.73
Max |F| in hartree/bohr: 0.0315
Charge: 0

Last column: natural (NBO) charge in e.
Geometry (Å):
Ta 0.080896 -0.188653 -0.167337  2.042
N 0.703466 1.683800 3.525605  -0.867
C -0.688602 2.071271 3.333909  -0.326
C -1.386823 1.327458 2.195444  0.817
O -2.583985 1.289833 2.129712  -0.553
O -0.598607 0.814233 1.251823  -0.807
H 1.148940 2.290845 4.202593  0.378
H 1.206449 1.773797 2.642721  0.396
H -0.789691 3.134069 3.082639  0.208
H -1.262860 1.895276 4.242021  0.224
O 2.017074 -5.446428 1.581039  -0.673
C 1.529051 -4.836976 2.649991  0.783
O 1.237969 -5.438593 3.653285  -0.585
C 1.354927 -3.362248 2.571300  -0.250
C 0.975812 -2.561357 3.634467  0.051
N 0.891293 -1.305090 3.187524  -0.319
N 1.188114 -1.230521 1.895308  -0.259
C 1.470309 -2.463248 1.493493  0.063
C 1.684946 -2.639179 0.036673  0.815
O 2.115217 -3.674044 -0.430190  -0.594
O 1.336039 -1.589929 -0.649452  -0.744
H 2.157818 -4.848616 0.808594  0.511
H 0.756523 -2.836494 4.651846  0.249
H 0.738813 -0.375235 3.646006  0.467
S 2.208581 1.130723 0.286963  -0.151
C 2.408094 2.208176 -1.085386  -0.078
C 3.632548 2.847543 -1.276040  -0.250
C 3.828328 3.691815 -2.353045  -0.212
C 2.795517 3.909459 -3.257050  -0.223
C 1.577660 3.281381 -3.075067  -0.206
C 1.370833 2.434312 -1.987835  -0.219
S -0.202707 1.662569 -1.797606  -0.095
H 4.427810 2.658336 -0.566595  0.218
H 4.783602 4.181019 -2.488735  0.215
H 2.940331 4.561080 -4.108285  0.214
H 0.760348 3.435965 -3.767973  0.215
C -5.254681 -0.131160 3.432672  -0.639
C -4.274332 -1.132220 3.969979  -0.016
C -3.924849 -1.170022 5.308943  -0.218
C -2.979693 -2.078560 5.767212  -0.058
Cl -2.593855 -2.127964 7.458313  -0.007
C -2.341603 -2.934169 4.893188  -0.249
C -2.677708 -2.905046 3.545125  -0.240
C -3.660726 -2.039131 3.092125  0.274
O -4.147077 -2.019115 1.812766  -0.481
C -3.388758 -2.631066 0.799239  -0.159
C -2.191960 -1.755674 0.430049  0.775
O -1.032860 -2.194948 0.632100  -0.720
O -2.376035 -0.630693 -0.084886  -0.691
H -5.749969 0.402080 4.242245  0.210
H -6.004000 -0.616970 2.808868  0.224
H -4.724237 0.588210 2.807709  0.256
H -4.396409 -0.486188 6.002267  0.224
H -1.594281 -3.629412 5.250294  0.232
H -2.148838 -3.565824 2.871479  0.223
H -4.056088 -2.704332 -0.059616  0.209
H -3.033928 -3.626684 1.071006  0.196
O -0.710362 -1.078843 -2.140213  -0.966
S -1.962830 -1.864889 -2.489357  1.243
C -1.664344 -2.260696 -4.258676  -0.572
C -2.860470 -1.745203 -5.042363  -0.413
C -3.210075 -0.402836 -4.409959  -0.417
C -3.275894 -0.654043 -2.913041  -0.579
H -1.506152 -3.331967 -4.362984  0.244
H -0.745593 -1.728953 -4.504618  0.257
H -3.697739 -2.441112 -4.949202  0.207
H -2.629541 -1.641017 -6.102346  0.235
H -4.154514 -0.007873 -4.784294  0.230
H -2.421353 0.320288 -4.627753  0.222
H -4.209560 -1.137539 -2.619193  0.230
H -3.129378 0.233543 -2.306246  0.278

Atoms 1-3, force components in eV/Å:
Ta -0.70 -0.22 -0.92
N 0.00 -0.54 -0.18
C 0.13 0.04 -0.35

=====

# 3
Density functional theory data (ωB97M-V/def2-TZVPD) for a molecular structure, C39H33CdF3N8O4S.

Output
Energy relative to the best compared isomer or geometry (same formula, charge and spin) in kJ/mol: 47.68
HOMO energy in eV: -1.56
Electronic energy in eV: -84641.1872
LUMO in eV: 4.22
Max |F| in hartree/bohr: 0.0111
Charge: -2

Last column: Mulliken charge in e.
Geometry (Å):
Cd -0.836815 -1.555835 0.158138  3.847
O -0.065457 -3.619608 -1.003847  -0.597
C 0.204146 -3.908598 -2.200029  -0.161
C 1.003363 -5.069047 -2.503196  -0.742
C 1.347308 -5.426239 -3.780814  -0.390
C 0.906253 -4.678294 -4.885219  -0.772
C 0.117546 -3.573833 -4.641656  -0.540
C -0.242534 -3.161562 -3.352735  0.903
C -1.025706 -1.946451 -3.252984  -0.343
N -1.321312 -1.295123 -2.203766  0.031
C -2.081390 -0.068273 -2.346736  -1.498
C -1.496089 1.059357 -1.496190  -0.354
N -1.735738 0.827961 -0.063303  1.303
C -3.088530 1.134217 0.341461  -0.512
C -3.562282 0.402650 1.582337  -0.323
C -4.024777 1.013811 2.737403  -0.082
C -4.522077 0.281832 3.812570  -1.082
C -4.576497 -1.101222 3.712589  -0.495
C -4.111872 -1.735985 2.577325  -0.454
C -3.563730 -1.030622 1.479129  0.063
O -3.099432 -1.672204 0.457811  -1.172
H 1.342102 -5.658059 -1.656503  0.270
H 1.969539 -6.301400 -3.945527  0.368
H 1.194492 -4.953795 -5.892089  0.343
H -0.240712 -2.983603 -5.482027  0.264
H -1.364866 -1.554562 -4.227353  0.091
H -3.104638 -0.267003 -2.013201  0.109
H -2.116011 0.261639 -3.395800  0.691
H -1.918179 2.011048 -1.830613  0.412
H -0.415240 1.086730 -1.605917  0.050
H -3.760202 0.911038 -0.491783  0.769
H -4.004857 2.088274 2.810282  0.365
H -4.872225 0.792062 4.702268  0.355
H -4.984220 -1.688388 4.530660  0.312
H -4.123050 -2.818608 2.504270  0.352
N 1.107773 6.567971 1.926814  -0.671
C 0.035215 5.740877 1.534799  1.104
C -0.906578 5.321577 2.467124  -0.816
C -1.954404 4.502813 2.084892  -0.136
C -2.067192 4.113986 0.763200  -0.043
C -1.163798 4.561310 -0.186139  -0.329
C -0.114157 5.370819 0.198008  -0.771
S -3.421150 3.064048 0.266840  1.303
O -3.581650 3.282504 -1.168895  -0.752
O -4.540985 3.478391 1.099026  -0.781
N -0.763626 1.540833 0.722753  -0.607
C -0.422869 0.979274 1.862829  -0.057
N -0.856522 -0.276956 2.247735  0.564
C -0.645191 -0.654263 3.490309  -0.666
C 0.062365 0.115020 4.404540  -1.141
C 0.616139 1.286055 3.881378  -0.317
N 0.419766 1.722911 2.661518  -0.717
H 1.378890 6.409291 2.885445  0.221
H 1.905265 6.477599 1.315987  0.226
H -0.792727 5.607870 3.507322  0.266
H -2.674966 4.146339 2.809712  0.379
H -1.281575 4.251703 -1.215988  0.379
H 0.617631 5.695237 -0.533904  0.284
H -1.038343 -1.631816 3.755965  0.475
H 0.217837 -0.198420 5.427285  0.351
H 1.269071 1.902815 4.501415  0.406
F 5.342710 3.788949 -4.659164  -0.298
C 5.850773 3.095787 -3.620328  0.839
F 6.443694 4.009203 -2.806889  -0.272
F 6.875695 2.356559 -4.124821  -0.273
C 4.839764 2.269525 -2.912779  0.430
C 3.518448 2.213418 -3.341050  -0.846
C 2.605177 1.428970 -2.662610  -0.275
C 2.979175 0.676763 -1.536635  0.580
C 4.320309 0.752145 -1.122783  -0.574
C 5.234715 1.533072 -1.798418  -0.845
C 2.028635 -0.120866 -0.848509  0.096
C 1.186726 -0.776431 -0.250544  -1.554
H 3.209908 2.785845 -4.205689  0.423
H 1.578296 1.387824 -2.998975  0.520
H 4.627182 0.185992 -0.253514  0.456
H 6.267130 1.580107 -1.472296  0.338
C 2.780759 -5.047830 1.379774  -0.978
N 1.405972 -4.685747 1.623462  0.252
C 0.311534 -5.509117 1.488479  -0.505
C -0.776442 -4.708383 1.655601  -0.710
N -0.376034 -3.423570 1.915973  -0.341
C 0.934039 -3.447256 1.886090  -0.321
H 2.969158 -6.052611 1.756207  0.373
H 3.435743 -4.348729 1.896128  0.307
H 3.004085 -5.014904 0.312121  0.317
H 0.416245 -6.551535 1.239269  0.433
H -1.820111 -4.966408 1.586798  0.447
H 1.576229 -2.590834 2.030184  0.446

Atoms 1-3, force components in eV/Å:
Cd -0.33 -0.45 0.05
O -0.11 0.07 0.07
C 0.00 -0.04 -0.05

=====

# 4
Density functional theory data (ωB97M-V/def2-TZVPD) for 13 unconnected molecules or ions with the total composition C5H36NO14 in a non-equilibrium geometry.

Output
Energy relative to the best compared isomer or geometry (same formula, charge and spin) in kJ/mol: 382.30
HOMO energy in eV: -6.07
Electronic energy in eV: -35924.6697
LUMO in eV: 2.42
Max |F| in hartree/bohr: 0.0821
Charge: -1

Last column: natural (NBO) charge in e.
Geometry (Å):
C 0.235999 2.082405 -1.759808  -0.444
N 0.974509 0.882173 -1.286500  -0.677
C 0.165132 -0.279022 -0.990901  -0.073
C 0.867933 -1.562023 -1.553326  -0.423
C 0.067816 -2.859866 -1.676022  -0.079
O 0.888521 -4.032646 -1.911466  -0.735
C 0.243675 -0.310139 0.659523  -0.085
O 0.137666 0.895241 1.265181  -0.945
H 0.848874 2.917968 -1.719701  0.199
H 0.228981 1.928423 -2.845547  0.208
H -0.688655 2.256323 -1.170975  0.208
H 1.586113 1.081864 -0.462831  0.366
H -0.822840 -0.140096 -1.357519  0.188
H 1.013039 -1.313413 -2.623988  0.226
H 1.694475 -1.721592 -0.863690  0.172
H -0.722797 -3.101625 -1.017687  0.185
H -0.476828 -2.884742 -2.615055  0.173
H 1.609019 -4.118983 -1.303866  0.458
H -0.344826 -1.020812 1.212180  0.169
H 1.174664 -0.773059 0.912960  0.139
H -3.629271 1.295728 -1.749282  0.483
H -2.686885 2.345358 -0.894779  0.517
O -3.164876 2.145752 -1.775143  -1.024
H -1.586767 0.932284 -3.726727  0.454
H -2.418583 2.159257 -3.501323  0.505
O -1.869689 1.666187 -4.255273  -0.979
H 3.789791 -0.297359 -2.496075  0.463
H 2.441394 0.254078 -2.987012  0.493
O 3.380706 0.121177 -3.229862  -0.965
H 0.233699 4.156730 0.538185  0.470
H 0.497234 2.859691 1.332695  0.495
O 0.800358 3.804190 1.206075  -0.972
H -3.180937 -1.723807 -0.451916  0.499
H -3.141532 -2.837276 0.657900  0.466
O -3.416309 -2.600906 -0.173188  -0.984
H 1.668631 0.462168 4.125383  0.469
H 0.415471 0.452936 3.266250  0.508
O 0.695124 0.325173 4.231861  -0.985
H 1.917375 -2.008616 2.460916  0.487
H 1.230016 -1.664587 3.780779  0.481
O 1.068969 -2.090051 2.922013  -0.986
H -3.743870 0.177119 0.411267  0.479
H -2.177769 0.533819 0.236841  0.519
O -2.926946 -0.061930 0.027649  -1.005
H 3.352782 -0.549122 1.287011  0.510
H 2.684220 -1.836945 0.685569  0.457
O 3.441426 -1.521719 1.325867  -0.971
H 2.914681 1.797463 2.227517  0.483
H 1.769785 1.181246 1.304192  0.507
O 2.690752 1.080227 1.660406  -1.020
H -2.374821 2.506600 1.220300  0.476
H -1.001947 1.628462 0.983485  0.511
O -1.795015 2.262499 0.472869  -1.071
H -0.880525 -1.412556 3.652055  0.482
H -1.944155 -1.560056 2.711601  0.456
O -1.733005 -1.909602 3.620914  -0.940

Atoms 1-3, force components in eV/Å:
C 0.04 -2.25 -0.17
N 1.22 0.67 0.08
C 1.55 -0.64 3.07

=====

# 5
Density functional theory data (ωB97M-V/def2-TZVPD) for a single C6H6N2O molecule in a non-equilibrium geometry.

Output
SMILES string: C=C1/C=C\O/C=N\N=C/1
Energy relative to the best compared isomer or geometry (same formula, charge and spin) in kJ/mol: 734.46
HOMO energy in eV: -8.57
Electronic energy in eV: -11338.8196
LUMO in eV: 0.18
Max |F| in hartree/bohr: 0.1949
Charge: 0

Last column: natural (NBO) charge in e.
Geometry (Å):
C 2.310867 -0.026438 0.630107  -0.375
C 1.136025 -0.017842 -0.132100  -0.082
C 0.272959 1.250646 -0.443768  -0.363
C -1.093704 1.385881 -0.268666  0.238
O -1.934978 0.510968 -0.409762  -0.543
C -2.142165 -0.533959 0.540037  0.301
N -1.449635 -1.581840 0.339120  -0.251
N -0.402276 -1.840869 -0.501586  -0.269
C 0.696290 -1.348941 -0.757921  0.100
H 2.272335 1.057388 1.117877  0.207
H 2.944290 -0.770317 0.817062  0.205
H 1.026248 2.107269 -0.535451  0.236
H -1.852900 2.449828 -0.034394  0.162
H -3.321504 -0.662033 1.075189  0.232
H 1.538153 -1.979737 -1.435737  0.203

Atoms 1-3, force components in eV/Å:
C -6.82 7.17 -1.59
C 1.56 -1.57 -0.23
C 1.13 0.44 1.79

=====

# 6
Density functional theory data (ωB97M-V/def2-TZVPD) for a molecular structure, F6PRb in a non-equilibrium geometry.

Output
Energy relative to the best compared isomer or geometry (same formula, charge and spin) in kJ/mol: 172.49
HOMO energy in eV: -12.36
Electronic energy in eV: -26254.3467
LUMO in eV: -0.76
Max |F| in hartree/bohr: 0.1570
Charge: 0

Last column: Mulliken charge in e.
Geometry (Å):
Rb -28.690198 -14.840900 1.734790  0.978
P -30.172356 -13.115034 3.815314  1.227
F -30.198442 -14.741712 4.225144  -0.371
F -30.728388 -13.513799 2.366056  -0.378
F -31.614992 -12.738191 4.510436  -0.338
F -30.124928 -11.610248 3.394137  -0.319
F -29.475337 -12.772096 5.208763  -0.321
F -28.729065 -13.362562 3.098303  -0.478

Atoms 1-3, force components in eV/Å:
Rb 0.77 -5.99 -5.36
P -1.81 1.02 3.28
F -0.21 1.28 -0.46

=====

# 7
Density functional theory data (ωB97M-V/def2-TZVPD) for a molecular structure, C13H25Cl2INOP2Sn in a non-equilibrium geometry.

Output
HOMO energy (spin up / spin down) in eV: -17.38 / -17.38
Electronic energy in eV: -74952.4487
LUMO (spin up / spin down) in eV: -12.91 / -12.91
Max |F| in hartree/bohr: 0.0985
Charge: +3

Last column: natural (NBO) charge in e.
Geometry (Å):
C 0.006161 0.846853 -7.178745  -0.740
C 0.010675 1.477836 -5.803241  0.553
H 0.009376 1.664908 -7.911654  0.292
H -0.890008 0.239056 -7.347216  0.277
H 0.897065 0.231638 -7.348340  0.277
O 0.019928 2.664950 -5.558910  -0.426
I 0.000866 0.203811 -3.995437  -0.061
Sn 0.000307 0.109325 -0.044765  1.258
P 2.653843 0.002769 0.082258  1.210
C 3.444652 1.209538 1.171385  -0.978
C 3.138319 -1.614240 0.716415  -0.983
H 4.224432 -1.774310 0.626946  0.319
H 4.420881 -0.001828 -1.578814  0.311
H 2.605696 -2.397350 0.162413  0.295
H 2.822626 -0.518086 -2.239834  0.288
H 3.076865 1.055191 2.195651  0.271
H 2.850056 -1.687878 1.773185  0.272
C 3.336994 0.189914 -1.576847  -0.981
H 4.543415 1.101608 1.159536  0.317
H 3.132737 1.206727 -1.938879  0.287
H 3.176809 2.227324 0.850646  0.282
P -2.654517 0.042288 0.085364  1.210
C -3.427057 1.262212 1.172971  -0.978
C -3.336879 0.236281 -1.573314  -0.981
H -2.641627 -2.358131 0.168799  0.295
H -4.249855 -1.710689 0.636676  0.319
H -2.871414 -1.643201 1.779234  0.272
C -3.161251 -1.566539 0.723098  -0.983
H -2.832059 -0.478927 -2.235927  0.288
H -4.423122 0.058230 -1.574191  0.311
H -4.527392 1.172041 1.160113  0.317
H -3.142584 2.275372 0.851964  0.282
H -3.120213 1.250083 -1.936597  0.287
H -3.062715 1.102370 2.197594  0.271
Cl -0.018458 -2.270212 -0.658398  -0.469
Cl 0.010300 2.097503 5.509981  0.149
C 0.003811 0.733211 4.484319  -0.059
C -0.001450 -0.532373 5.056898  -0.108
C -0.006895 -1.623399 4.207154  -0.202
C -0.006747 -1.434268 2.827757  0.016
N -0.000510 -0.199023 2.266488  -0.605
C 0.004418 0.886722 3.094862  -0.012
H -0.001270 -0.688148 6.128266  0.285
H -0.011292 -2.622599 4.630263  0.278
H -0.011895 -2.301519 2.148655  0.246
H 0.008956 1.874949 2.632214  0.232

Atoms 1-3, force components in eV/Å:
C 0.00 -0.24 0.07
C 0.04 5.04 -0.50
H 0.00 -0.08 0.40